Record 1
DFT (ωB97M-V/def2-TZVPD) results for C6H16N2O in the gas phase in a non-equilibrium geometry.

```
25
Properties=species:S:1:pos:R:3
C 1.7409 -0.1624 1.1019
C 1.2025 -1.1684 -1.0183
C -0.5060 -1.7500 0.8637
N 0.6569 -0.5131 0.1768
H 2.4633 0.5171 0.6335
H 2.2845 -1.0615 1.4002
H 1.3130 0.3237 1.9763
H 1.9140 -0.5265 -1.5455
H 1.7306 -2.0820 -0.7363
H 0.3758 -1.4155 -1.6853
H -1.0815 -2.3742 0.1900
H 0.2746 -2.3482 1.3402
H -1.1275 -1.2489 1.5990
C 0.1764 1.6908 -1.2453
C -0.4791 0.7959 -0.1904
N -0.7058 1.4900 1.0471
C -1.6606 0.0486 -0.6526
O -2.8811 0.3035 0.0052
H -2.9494 -0.3197 0.7446
H -0.2338 2.3850 1.0790
H -1.7011 1.6400 1.1792
H -1.8159 -0.0043 -1.7284
H 1.1721 2.0215 -0.9256
H 0.2772 1.1818 -2.2051
H -0.4399 2.5768 -1.4040
```

Its total energy is -11504.530 eV. The energy above the lowest of the compared OMol25 structures with the same formula, charge and spin is 127.4 kcal/mol. The HOMO energy is -5.47 eV.

=====

Record 2
DFT (ωB97M-V/def2-TZVPD) results for 2 unconnected molecules or ions with the total composition C5H13NO in a non-equilibrium geometry.

```
20
Properties=species:S:1:pos:R:3
C 0.8279 0.3815 0.4443
C 0.5161 -1.0741 0.7951
C -0.9671 -1.1801 1.1588
C -1.9877 -0.5252 0.5594
C -3.4797 -0.5532 0.9689
N 2.2694 0.7107 0.0987
H 0.6301 1.0679 1.3048
H 0.2433 0.7653 -0.5826
H 1.2517 -1.4537 1.6513
H 0.7121 -1.8845 -0.0746
H -1.1748 -1.6593 2.1339
H -1.6670 0.1934 -0.2950
H -3.3210 -0.5155 2.1057
H -3.9548 -1.5005 0.7463
H -4.0690 0.1780 0.4806
H 2.8840 0.2622 0.8802
H 2.6077 0.3832 -0.7411
H 2.5240 1.5720 -3.5605
H 3.5012 2.6119 -3.9240
O 2.6536 2.2199 -4.1503
```

Its total energy is -8930.952 eV. The energy above the lowest of the compared OMol25 structures with the same formula, charge and spin is 70.5 kcal/mol. The HOMO energy is -9.05 eV. As for the structure (SMILES): C/C=C/CCN.O.

=====

Record 3
DFT (ωB97M-V/def2-TZVPD) results for C2H6BrNO in the gas phase in a non-equilibrium geometry.

```
11
Properties=species:S:1:pos:R:3
C -0.8100 -0.5208 -0.0249
C 0.5094 0.1857 0.1518
N -1.8367 0.5555 0.1639
O 1.4205 -0.8939 0.0638
Br -3.5837 -0.1036 0.0030
H -0.7551 -1.2157 -0.9211
H -0.6917 -1.1759 0.8376
H 0.5501 0.5978 1.1470
H 0.8897 1.0779 -0.5430
H -1.7582 1.2073 -0.7346
H 2.2606 -0.6647 0.3099
```

Its total energy is -75745.576 eV. The energy above the lowest of the compared OMol25 structures with the same formula, charge and spin is 0.0 kcal/mol. The HOMO energy (alpha / beta) is -5.77 / -10.20 eV. The spin multiplicity is 3.

=====

Record 4
DFT (ωB97M-V/def2-TZVPD) results for a molecular structure, C25H21N6O6V in a non-equilibrium geometry.

```
59
Properties=species:S:1:pos:R:3
V -0.9097 -0.2426 -0.0532
C -3.6753 0.6778 -0.5532
N -2.4350 1.3225 -0.0863
C -2.6066 1.9548 1.2319
C -1.4732 1.5320 2.1202
C -1.0462 2.2406 3.2325
C -0.0614 1.6827 4.0362
C 0.4051 0.4077 3.7407
C -0.0711 -0.2326 2.6114
N -0.9523 0.3474 1.7920
C -1.9274 2.2986 -1.0602
C -1.2650 1.5520 -2.1803
C -0.8373 2.1404 -3.3611
C -0.1975 1.3427 -4.2983
C -0.0495 -0.0145 -4.0387
C -0.5040 -0.5258 -2.8334
N -1.0741 0.2588 -1.9173
C -3.7141 -0.7476 -0.0690
C -4.8928 -1.4475 0.1361
C -4.8238 -2.7847 0.5056
C -3.5765 -3.3697 0.6807
C -2.4462 -2.5973 0.4766
N -2.5115 -1.3184 0.1011
H -4.5718 1.2264 -0.2409
H -3.6800 0.6504 -1.6499
H -2.6686 3.0470 1.1560
H -3.5331 1.6001 1.7059
H -1.4684 3.2058 3.4621
H 0.3233 2.2315 4.8797
H 1.1373 -0.0812 4.3632
H 0.2423 -1.2426 2.3572
H -2.7258 2.9515 -1.4419
H -1.1605 2.9224 -0.5821
H -0.9912 3.1963 -3.5221
H 0.1703 1.7772 -5.2152
H 0.4148 -0.6690 -4.7586
H -0.4167 -1.5843 -2.5959
H -5.8499 -0.9655 0.0012
H -5.7298 -3.3494 0.6531
H -3.4841 -4.4026 0.9783
H -1.4497 -3.0104 0.6077
O 0.8997 0.7855 -0.1621
C 1.4042 -0.3552 -0.1402
O 0.6071 -1.3492 -0.1056
C 2.8632 -0.5519 -0.1162
C 3.6758 0.5749 -0.2357
C 5.0481 0.4294 -0.1674
C 5.6359 -0.8109 0.0309
C 4.8108 -1.9218 0.1457
C 3.4318 -1.8127 0.0647
N 5.4135 -3.2439 0.3898
O 4.6430 -4.1418 0.6202
O 6.6100 -3.3057 0.3465
N 5.8908 1.6310 -0.2793
O 7.0751 1.4620 -0.2076
O 5.3046 2.6741 -0.4266
H 3.2389 1.5537 -0.3802
H 6.7128 -0.8986 0.1046
H 2.8193 -2.7006 0.1480
```

Its total energy is -73162.634 eV. The HOMO energy (alpha / beta) is -15.23 / -15.46 eV. Its charge is +2. The spin multiplicity is 3.

=====

Record 5
DFT (ωB97M-V/def2-TZVPD) results for a molecular structure, C5H7N.

```
13
Properties=species:S:1:pos:R:3
C -1.2919 1.1489 0.2721
C -0.0442 1.4621 -0.1020
C -1.1189 -0.2635 -0.0675
C 0.3284 0.0528 -0.5177
C 1.4344 -0.6228 0.2776
N -1.8687 -1.2593 0.0249
H -2.1237 1.7004 0.6676
H 0.5281 2.3718 -0.1070
H 0.4945 -0.0727 -1.5913
H 1.2675 -0.4870 1.3447
H 2.4038 -0.1997 0.0204
H 1.4576 -1.6900 0.0646
H -1.4668 -2.1411 -0.2865
```

Its total energy is -6786.743 eV. The energy above the lowest of the compared OMol25 structures with the same formula, charge and spin is 40.8 kcal/mol. The HOMO energy is -9.51 eV.

=====

Record 6
DFT (ωB97M-V/def2-TZVPD) results for 2 unconnected molecules or ions with the total composition BrClFNO in a non-equilibrium geometry.

```
5
Properties=species:S:1:pos:R:3
N 0.2066 -1.3596 0.9092
O -0.8298 -1.4372 1.3703
F 0.3763 -2.4108 -0.2600
Cl 1.1220 2.2864 -0.7636
Br -0.8751 2.9211 -1.2560
```

Its total energy is -88813.787 eV. The energy above the lowest of the compared OMol25 structures with the same formula, charge and spin is 0.0 kcal/mol. The HOMO energy (alpha / beta) is -8.11 / -10.53 eV. The spin multiplicity is 3.